[1]
# C2H18ClO7

8 unconnected molecules or ions with the total composition C2H18ClO7 in a non-equilibrium geometry (the ωB97M-V functional and the def2-TZVPD basis, OMol25).

Last column: natural (NBO) charge in e.
Cartesian coordinates (Å):
Cl  -1.0842  0.6596  -0.0050  -0.94
O  -0.7382  2.4204  2.7513  -0.97
H  -0.4448  2.1502  1.8812  0.49
H  -0.8856  1.5993  3.2206  0.47
O  -1.3129  3.9102  -0.0674  -0.96
H  -1.5307  2.9782  -0.0543  0.50
H  -0.4774  3.9680  0.3960  0.45
O  1.6149  2.1243  -0.9002  -0.96
H  1.6174  2.7770  -0.2000  0.45
H  1.0883  1.4036  -0.5546  0.50
O  -1.9581  -2.2286  -2.0093  -0.96
H  -1.1073  -2.6270  -2.1928  0.46
H  -1.7512  -1.3324  -1.7442  0.49
O  -0.9308  -2.0001  2.0218  -0.97
H  -0.6777  -1.4558  1.2762  0.49
H  -1.7732  -2.3774  1.7685  0.47
O  -3.5246  1.2318  2.3575  -0.97
H  -2.9208  1.6951  2.9380  0.47
H  -3.0013  1.0238  1.5835  0.49
C  1.3113  -2.0096  -1.0259  -0.64
C  2.7188  -1.5720  -1.2462  -0.07
O  2.9262  -1.9475  -2.6198  -0.73
H  1.0691  -2.9408  -1.5382  0.20
H  0.6481  -1.2577  -1.4534  0.23
H  1.0696  -2.2114  0.0176  0.22
H  3.4717  -1.9422  -0.5504  0.15
H  2.8456  -0.4971  -1.1172  0.18
H  3.7379  -1.5419  -2.9334  0.46

Results
HOMO = -6.30 eV
E_tot = -29224.37839 eV
energy relative to the best compared isomer or geometry (same formula, charge and spin) = 0.394 eV
largest force on an atom = 1.12 eV Å⁻¹
frontier orbital gap = 9.30 eV
net charge = -1

[2]
# C2H21O9

9 unconnected molecules or ions with the total composition C2H21O9 in a non-equilibrium geometry (the ωB97M-V functional and the def2-TZVPD basis, OMol25).

Last column: natural (NBO) charge in e.
Cartesian coordinates (Å):
O  0.6863  -0.1502  -0.2133  -1.28
H  1.4989  -0.1502  0.3022  0.44
C  -4.1031  -0.1045  0.3214  -0.63
C  -2.6337  -0.4323  0.4874  -0.06
O  -1.9988  -0.5996  -0.7713  -0.78
H  -4.5991  -1.0131  -0.0310  0.20
H  -4.2337  0.6961  -0.4029  0.21
H  -4.5396  0.0863  1.3029  0.20
H  -2.4759  -1.3263  1.1036  0.17
H  -2.0741  0.4016  0.9357  0.15
H  -1.0564  -0.4011  -0.5437  0.51
O  -0.4410  -1.7570  -2.9411  -0.97
H  0.4860  -1.5449  -2.8031  0.47
H  -0.9238  -1.2402  -2.2716  0.49
O  0.2425  1.1193  2.3351  -0.97
H  0.4023  0.5922  1.5229  0.49
H  -0.3782  1.7997  2.0597  0.46
O  3.8505  1.7826  2.2098  -0.98
H  3.2176  2.3794  2.6179  0.46
H  3.4358  1.5384  1.3589  0.50
O  0.1115  -2.5264  1.2344  -0.97
H  0.0949  -1.5930  0.9385  0.50
H  0.6287  -2.9755  0.5616  0.46
O  -0.2409  2.0782  -1.4782  -0.98
H  -0.2768  2.7114  -0.7566  0.45
H  0.0886  1.2388  -1.0600  0.50
O  2.7640  1.7824  -0.3668  -0.98
H  3.1532  1.5550  -1.2170  0.48
H  1.9544  1.2198  -0.3079  0.49
O  2.7070  -1.5276  -1.6089  -0.99
H  1.9317  -1.1725  -1.1167  0.50
H  2.7212  -2.4670  -1.4018  0.46

Results
HOMO = -6.93 eV
E_tot = -20844.67502 eV
energy relative to the best compared isomer or geometry (same formula, charge and spin) = 0.000 eV
largest force on an atom = 1.02 eV Å⁻¹
frontier orbital gap = 10.07 eV
net charge = -1

[3]
# C2H22O17Y

A molecular structure, C2H22O17Y in a non-equilibrium geometry (the ωB97M-V functional and the def2-TZVPD basis, OMol25).

Last column: Löwdin charge in e.
Cartesian coordinates (Å):
Y  2.0273  0.9298  -1.3524  1.70
C  0.0185  0.2717  0.1963  -0.67
O  1.2905  -0.2245  0.2504  -0.22
O  -0.1287  1.0233  -0.8288  -0.16
O  -0.8718  -0.5078  0.6903  -0.03
C  2.4878  -1.4334  -2.6200  -0.83
O  3.4378  -0.6149  -2.2964  -0.19
O  2.7057  -2.6479  -3.0061  -0.04
O  1.3159  -0.8920  -2.3051  -0.24
O  1.7566  2.9523  -0.3613  -0.10
H  0.8940  3.3329  -0.3016  0.00
H  2.2127  3.4409  0.3567  0.11
O  -1.1860  -2.5236  2.7986  -0.02
H  -1.0824  -3.3848  2.4330  0.04
H  -1.6430  -2.0270  2.1214  0.02
O  -0.1648  0.8248  3.3261  -0.07
H  -0.5215  0.6094  2.4720  -0.02
H  0.4676  0.0963  3.4917  0.00
O  -2.9471  -2.5383  -0.0973  -0.05
H  -2.1421  -2.0982  -0.3546  -0.02
H  -3.2551  -2.7669  -0.9542  0.01
O  -2.1452  2.0208  -1.8201  -0.06
H  -2.0857  1.8852  -2.7548  0.03
H  -1.4355  1.4533  -1.4559  -0.04
O  -2.9443  0.7615  1.0106  -0.06
H  -3.6185  0.3933  0.4339  0.03
H  -2.1426  0.3442  0.7146  -0.08
O  -0.7374  3.9586  -0.3167  -0.03
H  -1.1479  3.2818  -0.8395  -0.01
H  -1.4255  4.6140  -0.4165  0.06
O  0.6293  -2.5705  -0.4311  -0.06
H  1.0304  -2.2380  -1.2371  -0.02
H  0.4773  -1.7332  0.0135  -0.03
O  -1.7405  -1.0031  -2.1337  -0.07
H  -1.3610  -1.7430  -2.6552  0.07
H  -0.9359  -0.4692  -1.9025  0.02
O  3.7826  1.1290  0.4744  -0.05
H  3.4786  1.0154  1.3965  0.10
H  4.7009  1.2306  0.5961  0.05
O  1.3408  -1.3516  2.7553  -0.10
H  0.5100  -1.8133  3.0238  0.02
H  1.0987  -0.9878  1.8854  -0.01

Results
HOMO = -5.75 eV
E_tot = -38289.06619 eV
energy relative to the best compared isomer or geometry (same formula, charge and spin) = 0.034 eV
largest force on an atom = 6.54 eV Å⁻¹
frontier orbital gap = 7.02 eV
net charge = -1